Molecular formula: C12H25N6O3
Method: DFT, wB97M-V/def2-TZVPD

Net charge: +1
SMILES: CNC(=O)[C@@H](C)NC(=O)[C@@H](CCCNC(N)=[NH2+])NC(C)=O
2S+1: 1
Largest force on an atom, eV/A: 4.28
Energy above the lowest of the compared OMol25 structures with the same formula, charge and spin, kJ/mol: 7.1

Structure (XYZ):
```
46
Properties=species:S:1:pos:R:3:forces:R:3
C 3.524 0.377 -2.843 -0.6 -1.0 0.5
N 3.631 -0.016 -1.444 1.1 -1.6 -1.2
C 2.990 0.492 -0.399 -0.7 1.1 0.6
O 2.363 1.583 -0.327 0.7 -2.0 -0.9
C 3.171 -0.378 0.846 0.0 -0.2 0.0
C 4.149 0.393 1.775 1.2 -0.2 -0.3
N 1.891 -0.553 1.507 -2.5 0.8 3.0
C 0.735 -0.794 0.827 -0.3 -0.1 -1.5
O 0.794 -1.237 -0.314 -0.1 0.2 -0.2
C -0.714 -0.420 1.328 -0.6 0.5 1.8
C -1.945 -0.982 0.532 2.6 1.7 0.1
C -2.131 -0.506 -0.894 2.9 -1.6 -0.9
C -2.229 0.940 -1.342 0.2 0.5 2.3
N -0.955 1.758 -1.094 -0.4 -0.8 -0.9
C -0.753 2.761 -0.240 -3.9 -1.6 0.8
N -1.851 3.097 0.441 -1.3 0.4 1.1
N 0.328 3.373 0.063 2.9 0.4 -0.6
N -0.955 -0.775 2.757 -1.1 -4.0 -0.8
C -0.509 -0.108 3.817 0.3 1.9 0.8
C -0.848 -0.637 5.199 -0.1 0.2 1.8
O 0.020 0.988 3.635 0.5 -0.1 0.3
H 2.769 -0.180 -3.481 1.2 0.3 1.0
H 4.513 0.447 -3.219 0.8 -0.6 -0.9
H 3.266 1.365 -2.792 -1.2 2.7 -0.3
H 4.333 -0.780 -1.318 -1.5 0.9 0.4
H 3.487 -1.412 0.476 0.1 1.4 0.8
H 5.030 0.861 1.221 -1.4 -0.6 0.5
H 3.688 1.155 2.414 -0.3 0.0 -0.6
H 4.595 -0.299 2.470 0.2 -0.4 0.3
H 1.687 -0.263 2.514 1.1 0.0 -2.0
H -0.884 0.683 1.341 0.9 -0.6 -0.2
H -2.020 -2.030 0.671 0.2 -1.2 -0.6
H -2.786 -0.613 1.010 -1.6 0.9 1.7
H -1.408 -1.076 -1.520 -0.4 0.6 0.2
H -3.063 -0.911 -1.097 -2.0 -0.7 -1.1
H -3.074 1.299 -0.678 0.8 0.4 -1.5
H -2.463 0.901 -2.409 -0.1 0.6 0.3
H -0.155 1.302 -1.477 0.8 -0.1 -0.2
H -2.541 2.367 0.554 0.0 0.6 0.1
H -1.799 3.753 1.214 0.1 -0.2 -0.4
H 1.131 2.944 -0.392 0.7 0.4 0.4
H 0.456 3.744 1.003 -0.1 -0.1 -0.6
H -1.352 -1.756 2.949 0.9 2.1 -0.6
H -1.900 -0.921 5.228 -0.2 0.2 0.0
H -0.344 -1.533 5.564 0.4 -0.2 -0.8
H -0.650 0.056 6.085 -0.3 -0.3 -1.8
```
Forces are in eV/Å.



Molecular formula: C18H43MgO12S5
Method: DFT, wB97M-V/def2-TZVPD

Net charge: +1
2S+1: 1
Largest force on an atom, eV/A: 6.56
Energy above the lowest of the compared OMol25 structures with the same formula, charge and spin, kJ/mol: 239.6

Structure (XYZ):
```
79
Properties=species:S:1:pos:R:3:forces:R:3
Mg 0.023 0.117 -2.046 -1.5 0.9 0.9
O 0.299 0.053 -0.252 0.5 -0.7 2.8
H 0.248 -0.353 0.635 0.0 0.5 -1.2
C 2.760 2.948 2.113 1.0 0.1 0.8
C 1.455 2.400 1.580 3.1 -0.9 1.0
C 0.606 1.692 2.681 2.1 0.1 -1.7
O -0.527 2.470 2.630 -2.7 1.1 -0.1
C -0.484 3.405 1.625 -6.2 2.0 1.0
O -1.449 4.151 1.287 3.2 -2.9 1.3
O 0.667 3.453 1.129 2.2 0.8 -2.1
H 3.362 2.166 2.575 -0.2 -0.5 -0.1
H 2.679 3.664 2.931 -0.4 0.3 -0.1
H 3.428 3.363 1.358 -0.3 0.2 -0.3
H 1.789 1.790 0.741 -1.0 -0.4 -0.1
H 1.128 1.726 3.637 -0.4 0.0 0.1
H 0.445 0.665 2.355 -0.4 0.0 0.4
C -2.746 -0.968 2.114 -1.6 -1.2 -0.1
C -2.988 -2.429 2.633 1.8 1.4 -0.5
C -4.276 -2.743 3.377 0.6 1.3 -0.5
O -4.788 -3.802 2.630 -2.1 -2.3 -0.2
C -4.112 -4.103 1.530 2.0 -0.8 -1.1
O -4.237 -4.972 0.685 -0.8 1.6 1.9
O -3.023 -3.294 1.513 -0.1 -0.1 -1.0
H -2.064 -0.953 1.264 0.8 0.1 0.7
H -2.613 -0.257 2.929 0.6 0.0 -0.2
H -3.645 -0.656 1.582 -0.5 0.0 0.2
H -2.096 -2.760 3.166 -0.1 0.2 0.5
H -4.987 -1.927 3.247 0.0 0.1 0.6
H -4.078 -3.001 4.417 -0.4 -0.2 -0.1
C 4.023 0.866 -2.825 0.3 0.7 0.0
S 3.144 -0.507 -2.080 -1.1 0.2 -0.4
O 1.704 -0.479 -2.641 3.2 -0.7 -0.6
C 4.058 -1.756 -3.025 -1.4 -0.7 -0.9
H 3.850 1.001 -3.892 -0.4 -0.4 0.0
H 5.092 0.691 -2.702 0.0 -0.1 0.2
H 3.776 1.807 -2.333 -0.2 -0.2 0.2
H 4.100 -1.379 -4.047 0.6 0.0 0.1
H 3.402 -2.620 -3.136 -0.3 0.0 0.4
H 4.983 -2.160 -2.615 0.1 0.8 0.2
C -2.200 -3.983 -2.172 0.9 0.6 -0.3
S -1.598 -2.517 -1.208 0.0 -0.5 0.0
O -0.927 -1.619 -2.214 0.0 -1.3 -0.7
C -0.295 -3.341 -0.243 -0.6 -0.8 -0.1
H -1.351 -4.407 -2.708 0.2 0.0 0.2
H -2.828 -3.585 -2.968 -0.3 0.1 0.4
H -2.688 -4.747 -1.568 -0.1 0.4 0.2
H 0.256 -2.618 0.357 0.0 0.0 -0.4
H 0.316 -4.001 -0.859 0.3 0.6 -0.3
H -0.808 -4.054 0.402 -0.3 0.3 0.3
C -0.473 4.559 -3.223 -0.4 -1.1 0.3
S 0.681 3.685 -2.002 -1.1 -0.9 -2.0
O 0.583 2.140 -2.275 0.8 3.2 -0.3
C 2.211 4.378 -2.807 0.4 -1.2 1.0
H -0.073 4.591 -4.237 0.3 0.1 0.2
H -0.824 5.526 -2.862 0.7 0.1 0.2
H -1.391 3.976 -3.294 0.1 -0.4 0.2
H 2.229 5.447 -3.019 -0.7 -0.1 0.1
H 2.527 3.798 -3.675 -0.4 0.0 -0.1
H 2.929 4.191 -2.008 0.4 0.1 -0.1
C -4.486 0.237 -1.625 0.0 1.0 -0.8
S -3.117 1.195 -0.916 1.5 -0.5 -1.2
O -1.924 0.801 -1.809 -1.8 1.0 0.5
C -3.634 2.877 -1.421 0.0 -1.2 0.3
H -4.263 -0.830 -1.643 0.0 0.2 0.5
H -4.566 0.570 -2.659 0.2 -0.1 -0.2
H -5.436 0.536 -1.181 0.1 -0.4 0.5
H -2.768 3.514 -1.242 -0.2 0.0 0.2
H -4.461 3.075 -0.739 0.1 0.5 0.0
H -3.974 2.885 -2.457 0.1 0.0 0.0
C 4.246 -2.435 4.108 -0.2 -0.2 -0.2
S 3.604 -0.924 3.276 0.0 0.5 -0.7
O 2.597 -0.197 4.133 0.7 -1.0 -0.4
C 2.619 -1.758 1.966 -0.1 -1.2 0.5
H 5.154 -2.871 3.693 0.4 1.0 -0.4
H 3.611 -3.312 3.978 -0.8 0.4 0.8
H 4.460 -2.095 5.121 -0.3 -0.4 0.1
H 2.765 -1.527 0.910 0.2 0.8 0.3
H 1.575 -1.644 2.258 0.0 0.3 0.0
H 2.815 -2.826 2.061 0.1 -0.1 -0.1
```
Forces are in eV/Å.



Molecular formula: C3H5NO3
Method: DFT, wB97M-V/def2-TZVPD

Net charge: 0
SMILES: O=C(O)C/C=N/O
2S+1: 1
Largest force on an atom, eV/A: 6.30
Energy above the lowest of the compared OMol25 structures with the same formula, charge and spin, kJ/mol: 467.9

Structure (XYZ):
```
12
Properties=species:S:1:pos:R:3:forces:R:3
O -0.298 2.621 -0.992 -1.8 1.2 -0.8
C -0.081 1.520 -0.619 5.0 0.8 -0.5
O 1.240 1.244 -0.353 -0.9 1.0 -1.2
C -1.014 0.514 -0.198 -5.8 -0.3 1.7
C -0.559 -0.856 0.273 1.1 3.6 0.5
N 0.694 -0.856 0.448 -0.3 -5.0 -0.9
O 1.061 -2.274 0.414 5.1 2.1 3.0
H 1.304 0.271 -0.278 0.6 0.2 0.4
H -1.349 1.248 0.705 -0.2 -2.3 -1.4
H -1.985 0.374 -0.893 2.3 0.7 1.5
H -1.101 -1.679 0.660 -1.1 -0.8 -0.6
H 2.090 -2.128 0.834 -4.2 -1.3 -1.8
```
Forces are in eV/Å.



Molecular formula: C6H11BrO3S
Method: DFT, wB97M-V/def2-TZVPD

Net charge: 0
2S+1: 1
Largest force on an atom, eV/A: 4.88
Energy above the lowest of the compared OMol25 structures with the same formula, charge and spin, kJ/mol: 267.2

Structure (XYZ):
```
22
Properties=species:S:1:pos:R:3:forces:R:3
C 1.342 0.457 1.042 0.8 -2.3 4.2
C 1.259 1.490 2.148 0.6 0.2 0.7
C -2.943 -0.467 -0.816 1.3 0.7 -0.5
C 2.608 -1.236 -1.213 -0.2 1.5 -1.1
C -1.511 0.056 -1.160 0.4 -1.0 0.3
C -0.338 -0.879 -0.713 -0.5 0.4 -1.6
O 1.483 -0.725 1.354 0.0 1.9 -0.9
O 1.160 0.503 -2.575 0.0 0.8 -1.1
O 1.409 0.949 -0.180 -0.3 -0.1 -1.5
S 1.078 -0.232 -1.366 0.7 -0.4 1.6
Br -0.206 -2.500 -1.771 -0.9 -1.5 -0.6
H 2.302 1.603 2.573 -1.0 0.2 -0.8
H 0.870 2.411 1.730 0.2 0.4 0.3
H 0.696 1.186 3.068 0.1 -0.1 -1.3
H -3.084 0.098 0.111 -1.1 -0.8 0.0
H -3.634 -0.127 -1.621 0.3 -0.5 0.8
H -2.923 -1.561 -0.696 -0.4 0.5 0.1
H 2.989 -0.983 -0.208 0.2 -0.6 -0.9
H 2.457 -2.254 -1.487 -0.5 -0.8 0.8
H 3.135 -0.907 -2.146 0.1 0.5 1.2
H -1.320 0.799 -0.430 0.0 1.5 0.4
H -1.440 0.518 -2.150 0.1 -0.4 -0.1
```
Forces are in eV/Å.



Molecular formula: C2H6N6
Method: DFT, wB97M-V/def2-TZVPD

Net charge: 0
SMILES: N/N=c1\cn[nH]n1N
2S+1: 1
Largest force on an atom, eV/A: 6.20
Energy above the lowest of the compared OMol25 structures with the same formula, charge and spin, kJ/mol: 333.8

Structure (XYZ):
```
14
Properties=species:S:1:pos:R:3:forces:R:3
N 2.416 -0.104 -0.106 0.9 0.6 3.3
N 1.179 0.799 0.021 0.6 -1.7 0.3
C 0.154 -0.021 0.086 4.5 0.8 -1.3
C 0.196 -1.479 0.118 -6.1 1.1 -0.3
N -1.119 -1.848 0.040 4.2 -1.0 0.1
N -1.873 -0.783 0.043 -3.4 0.9 -2.1
N -1.105 0.368 -0.205 -0.5 -0.7 1.0
N -1.708 1.568 0.154 2.0 3.0 -1.8
H 3.070 0.413 -0.704 -0.5 0.0 0.4
H 2.995 -0.189 0.913 -2.2 0.7 -3.4
H 0.994 -2.140 0.090 1.1 -0.9 0.2
H -2.610 -0.821 -0.751 1.2 -0.3 2.0
H -1.194 1.980 0.983 -0.7 -0.7 -1.0
H -1.394 2.257 -0.681 -1.1 -1.8 2.5
```
Forces are in eV/Å.



Molecular formula: C33H60N6O7PS
Method: DFT, wB97M-V/def2-TZVPD

E, eV: -78585.68445
Net charge: +1
2S+1: 1
Largest force on an atom, eV/A: 2.74

Structure (XYZ):
```
108
Properties=species:S:1:pos:R:3:forces:R:3
C 1.340 2.323 7.858 -0.2 0.4 0.0
C 1.256 2.795 6.414 1.2 0.5 0.9
O -0.001 3.489 6.229 -0.1 -0.5 -0.7
C -0.372 3.686 4.959 -0.2 -0.3 1.1
N -1.737 3.605 4.703 1.2 0.3 -0.4
C -1.913 3.859 3.417 -1.8 0.0 0.1
C -3.295 3.884 2.861 -0.2 0.4 -0.3
C -3.694 3.031 1.862 1.2 -1.6 -0.9
C -4.974 3.018 1.336 -0.4 0.9 0.7
C -5.832 3.975 1.873 0.5 -0.8 -0.6
C -5.321 4.812 2.854 -1.5 1.1 0.5
N -4.112 4.799 3.379 0.4 -0.3 0.0
N -0.749 4.095 2.829 0.3 0.5 0.0
P -0.572 4.516 1.135 0.8 -0.8 -2.5
O 0.416 5.764 1.159 -0.6 0.0 0.4
O -1.964 5.124 0.622 0.6 0.5 1.3
S -0.048 3.090 -0.014 -0.1 -0.1 0.4
C 0.285 3.975 3.808 -0.2 -0.2 0.3
C 1.772 4.144 3.597 0.4 0.6 -0.7
O 2.157 3.888 2.244 -0.2 -0.3 0.6
C 2.602 2.575 2.104 0.3 -1.1 -0.5
C 1.759 1.494 2.238 -1.2 0.7 0.5
C 2.170 0.189 2.069 -0.4 -0.8 0.3
C 1.161 -0.938 2.189 0.0 0.4 -1.0
C 3.492 -0.043 1.759 0.4 -0.2 -0.1
C 4.366 1.025 1.626 -0.1 -0.7 -0.1
C 3.928 2.320 1.790 1.2 1.6 -0.2
C 4.866 3.520 1.611 -0.1 -0.3 -0.2
C 6.375 3.179 1.669 -0.1 0.7 0.3
C 4.540 4.268 0.299 0.1 0.4 0.1
H 1.182 3.189 8.515 -0.1 -0.2 -0.1
H 2.356 1.977 8.078 -0.3 -0.2 -0.2
H 0.599 1.558 8.108 0.2 0.0 -0.1
H 1.451 2.010 5.673 -0.6 0.0 0.1
H 2.051 3.547 6.297 -0.2 -0.2 -0.1
H -2.476 3.423 5.369 0.1 0.0 0.0
H -2.960 2.325 1.463 -0.1 0.2 0.1
H -5.281 2.331 0.556 0.1 0.0 0.1
H -6.855 4.063 1.523 0.1 0.1 0.2
H -6.001 5.576 3.240 0.3 -0.1 0.1
H 1.266 5.502 0.767 0.0 0.0 0.2
H -1.752 5.943 0.143 -0.3 0.0 0.1
H 2.106 5.163 3.839 -0.3 -0.1 -0.1
H 2.378 3.476 4.211 -0.5 0.0 0.3
H 0.711 1.683 2.479 0.2 -0.1 -0.1
H 1.646 -1.911 2.076 -0.2 0.1 0.4
H 0.528 -0.856 3.078 0.3 -0.2 0.0
H 0.487 -0.844 1.320 0.0 -0.1 0.3
H 3.877 -1.049 1.610 -0.2 0.1 0.1
H 5.399 0.787 1.390 -0.1 0.3 0.0
H 4.647 4.218 2.434 0.0 -0.2 -0.2
H 6.875 4.005 2.192 0.0 -0.2 -0.2
H 6.815 3.144 0.666 -0.1 -0.3 0.2
H 6.601 2.271 2.234 0.0 0.1 -0.2
H 3.461 4.382 0.136 0.2 -0.1 0.1
H 4.973 5.277 0.356 -0.1 -0.2 -0.2
H 4.960 3.774 -0.585 -0.1 -0.1 0.2
C -0.097 -7.627 0.948 -0.2 -0.1 -0.1
C 0.004 -6.953 2.313 0.2 0.0 -0.3
C -0.175 -5.427 2.260 -0.1 0.0 0.3
O 0.956 -4.717 1.786 -0.2 0.1 -0.1
C 1.074 -4.652 0.376 0.2 0.0 0.1
N 1.275 -7.333 2.936 -0.1 0.2 0.1
H 0.800 -7.480 0.345 0.0 0.1 0.1
H -0.226 -8.702 1.068 0.0 0.0 0.0
H -0.953 -7.249 0.385 0.0 0.0 0.0
H -0.808 -7.350 2.930 0.0 0.1 0.1
H -0.333 -5.072 3.282 0.1 0.0 0.0
H -1.070 -5.149 1.688 0.0 -0.1 -0.1
H 0.097 -4.590 -0.112 0.0 0.0 0.0
H 1.632 -5.510 -0.006 -0.1 0.0 -0.1
H 1.641 -3.754 0.128 -0.1 0.0 0.0
H 1.301 -6.965 3.884 0.0 -0.1 0.0
H 2.014 -6.823 2.458 0.0 -0.1 -0.1
C -3.037 -2.120 -3.832 -0.2 0.1 -0.1
C -3.018 -3.008 -2.593 0.3 0.1 -0.2
C -2.455 -2.309 -1.345 -0.2 -0.2 0.2
O -1.043 -2.187 -1.326 -0.1 0.2 0.1
C -0.529 -1.088 -2.057 0.2 -0.2 0.0
N -2.288 -4.241 -2.904 0.0 0.0 0.3
H -2.049 -1.996 -4.274 0.0 0.0 0.0
H -3.672 -2.559 -4.602 0.1 0.0 0.0
H -3.435 -1.129 -3.600 0.0 0.0 0.0
H -4.056 -3.276 -2.370 0.0 0.0 0.1
H -2.705 -2.922 -0.474 0.1 0.0 0.0
H -2.928 -1.330 -1.187 0.0 0.1 -0.1
H -1.194 -0.220 -2.012 -0.1 0.0 0.0
H -0.347 -1.366 -3.098 -0.1 0.2 -0.1
H 0.431 -0.814 -1.617 0.0 0.0 0.1
H -2.356 -4.875 -2.112 -0.1 -0.1 -0.1
H -1.298 -4.007 -2.943 0.0 0.0 -0.2
C -0.123 -1.366 -9.687 0.2 0.0 -0.1
C -0.508 -0.523 -8.477 -0.2 -0.2 -0.2
C -0.766 -1.350 -7.207 0.1 0.2 0.2
O -2.012 -2.019 -7.181 0.2 -0.1 0.0
C -2.038 -3.255 -7.875 -0.3 0.0 0.0
N -1.663 0.311 -8.828 0.0 0.0 0.3
H -0.977 -1.884 -10.122 0.0 0.0 0.1
H 0.297 -0.733 -10.469 -0.1 0.0 0.0
H 0.631 -2.112 -9.424 0.0 0.0 0.0
H 0.335 0.141 -8.263 0.0 0.0 0.1
H -0.789 -0.660 -6.357 -0.1 0.0 0.0
H 0.054 -2.056 -7.017 0.0 -0.1 -0.1
H -1.085 -3.785 -7.800 0.0 0.0 0.0
H -2.303 -3.105 -8.924 0.1 -0.1 -0.1
H -2.815 -3.873 -7.424 0.0 0.0 0.1
H -1.860 0.942 -8.056 0.1 0.1 -0.1
H -2.478 -0.297 -8.858 0.0 0.0 -0.1
```
Forces are in eV/Å.